A | Entry from the Open Molecules 2025 dataset: a 2-piece molecular cluster, C4H13NO overall (ωB97M-V/def2-TZVPD).

Atoms and positions in Å:
C -0.88722 -1.49688 0.72317
C -0.13152 -1.30041 -0.58812
C 0.85856 -0.14598 -0.76965
N 2.14103 -0.42859 -0.07451
C 2.21477 0.32297 1.21177
H -1.56976 -0.68422 1.02628
H -1.63312 -2.32230 0.73017
H -0.15745 -1.64897 1.49737
H 0.34477 -2.34007 -0.72852
H -0.94030 -1.37014 -1.43241
H 0.97433 -0.00171 -1.87569
H 0.35135 0.84728 -0.41725
H 2.27506 -1.38995 0.23469
H 2.21501 1.45220 0.97834
H 1.49199 -0.08359 1.83138
H 3.12031 0.36306 1.84437
O -3.31535 3.64274 -1.18943
H -3.66872 3.81161 -2.01391
H -3.68373 2.77297 -0.98807

## Properties
SMILES: CCCNC.O
multiplicity: 1
gap between HOMO and LUMO: 9.49 eV
LUMO: 0.76 eV

B | Entry from the Open Molecules 2025 dataset: a 2-piece molecular cluster, C4H13NO overall (ωB97M-V/def2-TZVPD).

Atoms and positions in Å:
C 0.47583 0.20289 2.21391
C -0.11491 -0.36115 0.91236
N -1.25155 0.32932 0.24374
C -0.62388 1.44577 -0.42087
C -1.79242 -0.49101 -0.75807
H 1.01989 -0.66026 2.63292
H -0.30628 0.50699 2.92976
H 1.18434 1.03921 2.09064
H 0.77140 -0.54517 0.27517
H -0.49818 -1.34402 1.24781
H 0.04233 1.97062 0.28432
H -1.35230 2.17030 -0.82222
H -0.01674 1.05793 -1.25607
H -1.03840 -0.82755 -1.48938
H -2.60106 0.02775 -1.29992
H -2.21679 -1.37734 -0.25714
O 2.91745 -0.84894 -1.85882
H 2.11146 -0.64115 -2.38366
H 3.28982 -1.65420 -2.28446

## Properties
SMILES: CCN(C)C.O
multiplicity: 1
gap between HOMO and LUMO: 9.70 eV
LUMO: 0.78 eV

The most stable of them is B.